1.
Entry from the Open Molecules 2025 dataset: C43H51N5O4S3SiTaTe as an isolated structure (ωB97M-V/def2-TZVPD).

XYZ file:
```
109
Properties=species:S:1:pos:R:3:mulliken_charge:R:1
Ta -0.13566 -0.56681 0.10145 -0.48
C -2.60303 -4.12461 7.29821 -1.53
C -1.83574 -3.41062 6.21973 1.12
C -1.97750 -3.77800 4.88369 -0.94
C -1.29480 -3.10768 3.88366 -0.10
C -0.45824 -2.05544 4.23236 -0.80
C -0.30173 -1.66517 5.55297 -0.33
C -0.98787 -2.35434 6.54059 -0.81
S 0.35189 -1.18809 2.94270 1.95
O 0.92048 -2.14276 1.99796 -0.63
O 1.29557 -0.28669 3.56749 -1.17
N -0.76177 -0.48538 2.06139 0.38
C -2.08503 -0.03999 2.45552 -0.31
C -3.01592 -0.17175 1.23659 0.32
O -4.20924 0.02253 1.39875 -0.78
O -2.43180 -0.44358 0.11625 -0.52
H -2.92646 -5.11028 6.96602 0.36
H -3.49479 -3.55767 7.57407 0.29
H -1.99833 -4.24594 8.19710 0.39
H -2.63290 -4.59977 4.62178 0.36
H -1.39826 -3.38881 2.84048 0.17
H 0.35143 -0.83696 5.78847 0.52
H -0.86446 -2.06584 7.57790 0.36
H -2.07503 1.00041 2.79139 -0.15
H -2.48103 -0.66174 3.26133 0.45
C -0.59582 1.61031 -0.14106 -0.32
Si -1.12802 2.12131 -1.81736 -0.19
C -0.25008 0.90172 -2.95106 -1.30
N -0.51667 -0.48830 -2.51552 1.83
C -1.89336 -0.88755 -2.97430 -0.16
C -1.89780 -2.09550 -3.89887 -0.95
C -0.96421 -1.86064 -5.08080 -0.81
C 0.46130 -1.54296 -4.58766 -1.14
C 0.51514 -1.39759 -3.06909 -0.33
C -2.98145 2.15881 -2.11421 0.55
C -3.90316 2.13775 -1.07134 -0.12
C -5.26961 2.20520 -1.31525 -0.76
C -5.73725 2.31366 -2.61425 -0.56
C -4.83516 2.35708 -3.67108 -0.80
C -3.47552 2.28115 -3.41737 -0.27
C -0.55240 3.85317 -2.34120 0.43
C 0.73872 4.09845 -2.81813 -0.05
C 1.15700 5.37462 -3.16887 -0.82
C 0.28593 6.44711 -3.04671 -0.51
C -1.00161 6.23047 -2.57915 -0.76
C -1.41175 4.94975 -2.23657 -0.30
H -1.39359 1.81148 0.57976 0.49
H 0.25439 2.21597 0.18106 -0.11
H 0.82219 1.07495 -2.82216 0.80
H -0.46919 1.03903 -4.01935 0.58
H -2.31168 -0.04744 -3.53097 -0.03
H -2.53474 -1.04573 -2.11074 -0.09
H -2.92259 -2.24795 -4.24571 0.54
H -1.61641 -2.99489 -3.34875 0.20
H -1.34835 -1.01691 -5.66288 0.27
H -0.96174 -2.72617 -5.74596 0.47
H 0.82894 -0.62827 -5.05799 0.26
H 1.15826 -2.33630 -4.86663 0.52
H 1.48644 -1.02488 -2.75080 0.30
H 0.38333 -2.36784 -2.59230 -0.26
H -3.56749 2.04128 -0.04888 0.24
H -5.95994 2.14812 -0.48390 0.46
H -6.80201 2.36133 -2.80799 0.35
H -5.19340 2.44390 -4.68987 0.40
H -2.78317 2.32338 -4.25353 0.38
H 1.43992 3.28086 -2.92420 0.25
H 2.16351 5.53138 -3.53782 0.41
H 0.60745 7.44487 -3.31894 0.37
H -1.69059 7.06088 -2.48395 0.41
H -2.42456 4.79941 -1.88046 0.36
S -0.25033 3.23343 3.41264 -0.44
C 1.40116 3.29332 3.22022 0.21
N 2.17387 4.41687 3.30676 -0.25
C 3.57992 4.07685 3.47399 -0.69
C 3.61705 2.61358 2.98712 -0.03
N 2.20921 2.25585 2.95568 0.32
H 1.76097 5.22492 3.73728 0.24
H 3.88684 4.15841 4.52198 0.29
H 4.21882 4.72418 2.87379 0.36
H 4.17134 1.96430 3.66483 0.35
H 4.06403 2.52560 1.99467 -0.03
H 1.86520 1.30649 3.06897 0.08
Te -1.47130 -3.02755 -0.26008 -0.11
C -0.29865 -4.76219 -0.57242 0.30
C -0.22234 -5.81971 0.29443 -0.44
C 0.53962 -6.91442 -0.20105 -0.55
C 1.02914 -6.68472 -1.45021 -0.60
S 0.55384 -5.13887 -2.01072 -0.05
H -0.70529 -5.81074 1.26122 0.41
H 0.71482 -7.82762 0.35010 0.36
H 1.64403 -7.32947 -2.05620 0.39
C 2.84527 2.07659 -0.54721 0.56
C 3.64410 0.81051 -0.49661 1.16
C 5.03313 0.86137 -0.50596 -0.82
C 5.79529 -0.29572 -0.48097 -0.85
C 5.15142 -1.52404 -0.46516 -1.15
C 3.76612 -1.61815 -0.45123 0.96
C 3.08809 -2.95310 -0.46724 -0.40
C 2.99635 -0.43881 -0.43807 -0.24
N 1.62029 -0.50604 -0.35924 1.18
H 3.44206 2.89814 -0.94752 0.64
H 2.47416 2.36682 0.43798 -0.72
H 1.96271 1.94209 -1.16555 -1.27
H 5.51895 1.83129 -0.54610 0.41
H 6.87697 -0.24227 -0.48900 0.40
H 5.73227 -2.43970 -0.46580 0.39
H 3.81962 -3.76258 -0.47850 0.41
H 2.46032 -3.04778 -1.35400 -0.13
H 2.43194 -3.08064 0.39208 0.02
```

Calculated values
net charge: -1
frontier orbital gap: 7.047 eV
lowest unoccupied orbital energy: 2.322 eV

2.
Entry from the Open Molecules 2025 dataset: the molecule C3H8N4S (ωB97M-V/def2-TZVPD).

XYZ file:
```
16
Properties=species:S:1:pos:R:3:mulliken_charge:R:1
C 0.93001 -0.01487 0.53773 0.60
C 0.84423 1.45730 1.05192 -1.37
C -0.40269 -0.99090 -1.38773 -0.83
N 1.45511 -0.78454 1.66104 -0.28
N 0.79311 -1.84635 1.72391 -0.48
N -0.09636 -1.97629 0.80476 0.08
N -0.19038 -0.77306 -0.00766 0.03
S 2.22219 -0.01246 -1.03575 -0.34
H 0.32189 2.12185 0.47453 0.41
H 1.86743 1.69919 1.26045 0.35
H 0.44645 1.29256 2.00938 0.40
H -0.53477 -0.02978 -1.94507 0.31
H 0.55682 -1.45546 -1.79790 0.38
H -1.35759 -1.54073 -1.57609 0.29
H -0.84024 -2.78817 0.79325 0.29
H 3.07400 -0.74005 -0.26112 0.17
```

Calculated values
net charge: 0
frontier orbital gap: 8.894 eV
lowest unoccupied orbital energy: 0.725 eV

3.
Entry from the Open Molecules 2025 dataset: a 6-piece molecular cluster, C46H94F2NO8 overall (ωB97M-V/def2-TZVPD).

XYZ file:
```
151
Properties=species:S:1:pos:R:3:mulliken_charge:R:1
C -6.74945 -0.62778 3.57574 -0.57
C -6.87363 -1.65906 4.87011 -0.60
C -5.66436 -2.80540 4.84840 0.19
C -4.35303 -2.39785 5.74303 -0.91
N -3.57989 -1.18562 5.19193 0.53
C -3.99810 0.16560 5.74618 0.19
F -5.08320 0.36429 6.77369 -0.28
C -3.23456 1.53816 5.24614 -0.66
C -2.01642 1.48110 4.12034 0.61
C -1.33565 2.91111 3.69718 0.34
O -0.40567 3.10879 2.75970 -0.58
O -1.78990 4.13822 4.43188 -0.38
C -2.40170 5.04705 3.44804 -0.32
C -3.43510 4.29166 2.41448 0.13
F -4.45305 5.19977 1.83010 -0.31
C -1.59476 -0.00624 3.57506 0.18
C -0.40323 -0.15960 2.45961 -0.29
C 1.09034 -0.44999 3.06754 -0.82
C 1.27965 -0.10048 4.65718 -0.61
C 1.52268 1.53383 4.91763 0.14
C 3.00103 1.71459 5.67915 -0.87
C 3.26370 3.27747 6.10585 -0.48
C 3.13808 4.22134 4.76410 0.13
C 3.97653 5.63920 4.86279 -0.61
O 3.69212 6.41550 3.64272 -0.38
C 2.46503 7.21970 3.76843 -0.50
C -2.42875 -1.32684 4.17354 0.49
C -1.96267 -2.80032 3.62713 -0.73
C -2.96690 -3.48806 2.52990 -1.03
C -3.68658 -2.44499 1.49082 1.12
C -2.74195 -2.05713 0.17143 -1.10
C -4.98659 -3.27425 0.84265 -1.04
H -5.80228 0.06940 3.62094 0.01
H -6.80620 -1.18163 2.54116 0.16
H -7.69736 0.08476 3.63457 0.36
H -6.98070 -1.11529 5.90062 0.24
H -7.87872 -2.27345 4.67720 0.36
H -5.44749 -3.00760 3.71131 -0.41
H -6.09720 -3.83260 5.27603 0.35
H -4.75844 -2.17354 6.84289 0.46
H -3.62556 -3.33403 5.88300 0.36
H -3.54460 2.59489 5.69213 0.41
H -2.98481 5.89162 4.03493 0.33
H -1.52159 5.56510 2.86513 0.21
H -4.01709 3.47802 3.02963 0.02
H -2.90568 3.74497 1.51849 0.22
H -0.68550 -1.11741 1.80519 -0.39
H -0.37775 0.73692 1.67166 0.48
H 1.84367 0.25217 2.46401 0.33
H 1.42047 -1.55117 2.84587 0.39
H 0.46760 -0.55909 5.36916 0.14
H 2.31177 -0.60288 4.98549 0.49
H 0.64447 2.03895 5.50333 0.13
H 1.69399 1.98731 3.83154 0.01
H 2.96196 1.02029 6.63920 0.37
H 3.88634 1.29377 4.99792 0.26
H 2.38906 3.60537 6.84256 0.26
H 4.28523 3.41983 6.67413 0.30
H 2.00052 4.52592 4.63036 -0.11
H 3.53995 3.58724 3.83891 0.18
H 5.15155 5.47795 4.90747 0.30
H 3.71216 6.27657 5.82742 0.30
H 2.78459 8.35455 3.60035 0.18
H 1.96821 7.15073 4.83180 0.27
H 1.67951 6.97364 2.93071 0.20
H -1.90743 -3.55025 4.55461 0.48
H -0.87155 -2.81952 3.15716 0.17
H -3.73323 -4.20679 3.09710 0.31
H -2.31121 -4.22635 1.86040 0.40
H -4.14617 -1.48694 1.98088 -0.02
H -2.51875 -0.88459 0.16099 0.15
H -3.35439 -2.28362 -0.82448 0.40
H -1.75712 -2.69061 0.10960 0.17
H -4.61898 -3.92694 -0.08004 0.18
H -5.72592 -2.42255 0.47041 0.25
H -5.53197 -3.92703 1.66459 0.32
C 0.36629 -3.54577 -3.03670 -1.05
C -0.67266 -4.61683 -2.75248 -0.50
O -2.00135 -4.22177 -3.08391 -0.27
C -2.24851 -3.90621 -4.45253 -0.43
C -2.00386 -5.07154 -5.39570 -1.00
H 0.09569 -2.60495 -2.54660 0.25
H 1.35034 -3.86215 -2.67739 0.44
H 0.45120 -3.34304 -4.10731 0.25
H -0.67096 -4.82811 -1.67727 0.37
H -0.41948 -5.55673 -3.25254 0.39
H -1.66943 -3.02758 -4.74993 0.35
H -3.30316 -3.61985 -4.51796 0.37
H -0.94749 -5.35355 -5.41914 0.29
H -2.30216 -4.80700 -6.41453 0.40
H -2.57010 -5.95229 -5.07777 0.16
C 0.33681 11.20377 4.92183 -0.94
C 1.68889 11.74883 4.49508 -0.37
O 2.04296 11.40680 3.15755 -0.40
C 1.17820 11.88386 2.12877 -0.31
C 1.08587 13.39895 2.07043 -1.03
H 0.28748 10.12210 4.76011 0.20
H 0.15710 11.41216 5.98100 0.39
H -0.47710 11.65640 4.34981 0.27
H 2.46005 11.31413 5.14090 0.33
H 1.74172 12.83262 4.63713 0.34
H 0.18793 11.43006 2.22471 0.30
H 1.59492 11.52301 1.18289 0.32
H 0.61139 13.80666 2.96744 0.26
H 0.49239 13.71212 1.20632 0.38
H 2.08242 13.84491 1.99662 0.29
C 5.82174 -2.88097 -5.85497 -0.95
C 4.32314 -2.81390 -5.61616 -0.43
O 3.96605 -2.83630 -4.23655 -0.40
C 4.45552 -1.76294 -3.43524 -0.32
C 3.96072 -0.39865 -3.88391 -1.03
H 6.25625 -3.74640 -5.34426 0.30
H 6.03570 -2.95713 -6.92548 0.34
H 6.32886 -1.99015 -5.47578 0.26
H 3.85740 -3.69510 -6.07145 0.33
H 3.88224 -1.94194 -6.10898 0.33
H 5.54761 -1.79227 -3.38770 0.33
H 4.09527 -1.94756 -2.41804 0.33
H 4.35040 -0.13551 -4.87128 0.26
H 4.28296 0.37457 -3.18015 0.40
H 2.86850 -0.38543 -3.94965 0.25
C -6.69266 -8.20226 -5.26503 -1.02
C -5.79071 -9.07374 -4.40808 -0.30
O -4.52566 -8.47980 -4.12837 -0.44
C -4.54588 -7.25055 -3.40566 0.12
C -5.16851 -7.37056 -2.02532 -0.98
H -6.18026 -7.90271 -6.18497 0.28
H -7.60772 -8.74143 -5.52867 0.39
H -6.98308 -7.28809 -4.74112 0.25
H -5.58395 -10.00249 -4.95158 0.33
H -6.28841 -9.36430 -3.47779 0.30
H -5.03707 -6.47166 -3.99543 0.32
H -3.50169 -6.94191 -3.29179 0.00
H -6.23357 -7.61148 -2.08536 0.32
H -5.06902 -6.42816 -1.47855 0.09
H -4.68542 -8.16669 -1.45067 0.33
C 10.30390 -1.07217 -9.05856 -1.06
C 9.26495 -2.14323 -8.77434 -0.30
O 7.93626 -1.74816 -9.10577 -0.39
C 7.68910 -1.43261 -10.47438 -0.31
C 7.93375 -2.59794 -11.41756 -1.04
H 10.03330 -0.13135 -8.56846 0.30
H 11.28795 -1.38855 -8.69925 0.39
H 10.38881 -0.86944 -10.12917 0.26
H 9.26665 -2.35451 -7.69913 0.30
H 9.51813 -3.08313 -9.27439 0.31
H 8.26818 -0.55398 -10.77179 0.29
H 6.63445 -1.14625 -10.53982 0.32
H 8.99012 -2.87995 -11.44100 0.26
H 7.63545 -2.33340 -12.43639 0.39
H 7.36751 -3.47869 -11.09963 0.28
```

Calculated values
net charge: +1
frontier orbital gap: 5.247 eV
lowest unoccupied orbital energy: -5.403 eV

4.
Entry from the Open Molecules 2025 dataset: the molecule C4H12P2S (ωB97M-V/def2-TZVPD).

XYZ file:
```
19
Properties=species:S:1:pos:R:3:mulliken_charge:R:1
C -0.80707 1.89922 -1.26303 -0.93
C -1.27717 1.09778 1.49918 -1.09
C 1.27270 -1.13357 -1.69104 -1.02
C 0.77963 -1.80651 0.96597 -1.22
P -1.29390 0.38164 -0.20354 0.07
P 0.79558 -0.37022 -0.11793 0.41
S 2.41781 1.18540 0.75935 -0.41
H -0.30924 2.57369 -0.63862 0.32
H -1.54246 2.34798 -1.89053 0.39
H -0.01455 1.57464 -2.02849 0.21
H -0.39862 1.57244 1.78437 0.36
H -1.55752 0.27204 2.20144 0.32
H -2.08623 1.72349 1.62016 0.44
H 2.23622 -0.63583 -1.92932 0.33
H 1.46324 -2.19419 -1.70054 0.38
H 0.58657 -0.67278 -2.42311 0.31
H -0.06442 -2.45769 1.00333 0.42
H 1.64185 -2.32785 0.72273 0.42
H 0.78543 -1.38845 2.01962 0.31
```

Calculated values
net charge: 0
frontier orbital gap: 8.033 eV
lowest unoccupied orbital energy: 0.186 eV

Which value of net charge does entry 1 give? -1

Among the records above, which one has the lowest lowest unoccupied orbital energy? C46H94F2NO8